1.
C36H66B8F32N12 | ωB97M-V/def2-TZVPD

Calculated values
HOMO = -4.7 eV
lowest unoccupied orbital energy = 2.09 eV
orbital gap = 0.249 Ha
M = 1361.44 g mol⁻¹

Structure (ORCA input):
```
! RIJCOSX wB97M-V def2-TZVPD def2/J DEFGRID3
* xyz -2 1
F 4.01 5.72 2.35
F 5.99 1.68 0.47
H -4.10 3.24 5.04
H 2.42 2.82 -2.45
H -2.01 0.15 0.18
H -10.60 -5.72 1.66
F -5.79 0.21 -2.29
C -3.41 3.04 1.92
C -1.77 -4.32 -3.85
F -1.23 0.67 5.82
N 3.42 5.69 -4.00
H 0.17 3.89 3.42
H 7.28 -1.32 -1.63
H 2.77 1.14 -1.35
H 0.44 0.41 -0.85
H 2.42 2.01 2.44
C 5.89 8.08 -5.20
C 1.66 1.45 1.90
H -2.84 -1.73 -2.19
C 6.63 -1.64 -0.84
F 3.52 2.63 6.13
H -0.38 -5.95 -5.36
C -0.06 3.78 4.48
F 0.98 -3.28 -2.68
C 3.98 7.77 -3.63
H -7.90 -2.35 3.10
C 3.02 -2.94 1.45
C -2.30 3.61 2.43
C 5.34 -1.31 -0.60
N -6.06 -3.39 2.66
H 1.95 -2.84 1.59
B 4.08 2.98 4.89
H 8.91 -3.33 -0.40
C 2.93 3.76 -2.59
C 8.46 -2.85 0.47
H -1.48 -2.70 -2.02
H -1.73 3.78 5.74
H 6.24 -2.76 2.13
F 3.98 1.95 -5.56
H 2.55 4.41 -1.79
F 3.38 7.26 0.78
H -7.08 -5.49 0.40
F -1.25 -4.81 0.25
F -6.70 1.45 -0.67
H -4.39 -2.83 3.96
C 2.77 4.40 -3.93
C -5.06 -2.48 3.17
C 3.08 6.84 -3.35
C 3.81 -1.65 1.42
H 3.99 8.82 -3.36
C 0.76 0.52 0.18
N -2.24 -5.11 -4.82
H -2.87 -3.14 -1.10
C -1.47 -0.12 1.08
H 9.05 -1.95 0.66
B -1.81 -6.10 0.30
F 4.39 1.88 4.05
B 4.02 6.00 0.96
H -4.76 -3.44 -3.61
H -6.10 1.89 2.12
F 2.60 -1.79 -3.44
C -3.56 -4.71 -4.98
H -6.11 2.69 3.88
N -7.94 -4.02 1.79
C 6.14 -2.32 1.15
H -9.38 -5.69 2.75
H 6.66 8.05 -4.44
H 1.71 4.51 -4.19
H -9.74 -3.03 1.64
F -2.98 -0.05 4.38
N -4.31 2.88 2.94
C -9.36 -4.03 1.45
H -1.18 -4.24 -7.22
C -5.62 2.22 3.04
H 3.26 -3.70 2.21
H 3.99 3.57 -2.42
F 2.34 1.44 -3.98
C -3.67 3.26 4.06
H 6.27 7.75 -6.16
F 5.36 6.11 0.51
H 3.10 -0.98 0.93
H -1.43 3.93 1.89
H 2.28 6.73 -2.64
H -1.77 -2.18 0.41
F -6.45 -0.84 -0.38
C -5.82 -4.45 1.83
H -0.10 0.83 3.14
C -2.57 -2.77 -2.07
H 4.56 -1.01 -1.28
F -1.10 -6.96 1.15
N 5.07 -1.71 0.69
F 2.58 0.17 -5.85
C 0.55 0.80 2.28
C -10.16 -5.02 2.38
F 6.18 2.51 2.58
H -1.54 5.29 4.85
H -1.75 -6.91 -5.75
C -1.49 4.20 4.77
H -2.43 -5.46 -7.65
C 2.98 1.46 -0.33
C -1.75 -1.61 1.35
F -2.21 -6.59 -0.97
B 6.86 1.86 1.59
H 5.01 5.32 -5.40
H -4.25 -5.07 -5.73
F -2.58 -1.09 6.39
H 8.52 -3.56 1.28
H -2.65 -2.01 1.79
F 7.21 0.53 2.04
F -3.06 -5.91 1.01
C 4.46 6.00 -4.78
H 3.23 -3.43 0.49
F 3.44 4.94 0.24
H -4.86 -4.93 1.67
F 8.03 2.52 1.19
F -4.57 0.61 -0.37
F 5.28 3.69 5.11
B 1.41 -1.93 -2.73
F 4.16 0.09 -4.14
N -2.44 3.69 3.78
B 3.30 0.89 -4.87
N 1.88 1.08 0.56
F 0.39 -1.14 -3.25
B -1.99 -0.39 5.30
C -1.49 -5.28 -7.12
B -5.84 0.32 -0.86
F -1.05 -1.29 4.75
H -4.43 -2.14 2.35
H -0.70 -4.38 -3.63
F 1.76 -1.59 -1.37
N 4.85 7.27 -4.57
C -7.37 -3.16 2.62
H -9.39 -4.27 0.39
H 3.99 -1.28 2.43
H 3.06 3.76 -4.77
N -2.70 -3.64 -3.22
H -0.92 -2.11 1.85
N -0.07 0.26 1.15
H -1.90 0.36 1.96
H -10.62 -4.46 3.17
H -0.76 -5.78 -7.76
C -6.97 -4.79 1.21
H 0.66 4.42 4.97
C -3.86 -3.92 -3.94
H 5.50 9.06 -5.46
H -5.59 -1.58 3.49
N 7.13 -2.30 0.27
F 3.18 3.83 4.13
H 0.05 2.71 4.68
H 3.31 2.50 -0.35
H -3.62 2.79 0.89
H 3.78 0.87 0.11
C -1.40 -5.88 -5.73
H -5.50 1.20 3.43
*
```



2.
C5H7I | ωB97M-V/def2-TZVPD

Calculated values
HOMO = -8.6 eV
lowest unoccupied orbital energy = -0.85 eV
orbital gap = 0.283 Ha
M = 194.02 g mol⁻¹
energy above the lowest of the compared OMol25 structures with the same formula, charge and spin = 108.6 kcal/mol

Structure (ORCA input):
```
! RIJCOSX wB97M-V def2-TZVPD def2/J DEFGRID3
* xyz 0 1
C -0.29 1.64 0.42
C 0.92 -0.88 0.35
H 0.58 -1.21 1.33
H -1.06 2.40 0.33
H -1.90 -1.17 -0.19
H 0.61 -1.66 -0.36
C 2.54 -1.32 0.47
H -1.33 -0.49 -1.71
H -2.47 0.43 -0.71
C -0.49 0.42 0.00
I 3.86 0.13 -0.12
H 0.63 1.95 0.88
C -1.61 -0.24 -0.69
*
```



3.
C2H3N2O3 | ωB97M-V/def2-TZVPD

Calculated values
HOMO (spin up / spin down) = -15.3 / -15.3 eV
lowest unoccupied orbital energy (spin up / spin down) = -6.14 / -6.14 eV
orbital gap (spin up / spin down) = 0.336 / 0.336 Ha
M = 103.06 g mol⁻¹
energy above the lowest of the compared OMol25 structures with the same formula, charge and spin = 0.0 kcal/mol

Structure (ORCA input):
```
! RIJCOSX wB97M-V def2-TZVPD def2/J DEFGRID3
* xyz 1 1
H -0.62 0.26 0.93
O 2.48 3.38 -0.39
N 0.56 -1.44 0.38
O 1.47 -1.54 -0.31
H -1.91 -1.95 -0.62
C 1.92 2.39 -0.32
H -2.71 -0.74 0.31
C -0.70 -0.62 0.29
O 1.34 1.40 -0.24
N -1.83 -1.13 -0.03
*
```



4.
C3H12ClO4V | ωB97M-V/def2-TZVPD

Calculated values
HOMO (spin up / spin down) = -14.3 / -14.3 eV
expectation value of S² = 0.77
lowest unoccupied orbital energy (spin up / spin down) = -6.16 / -5.60 eV
orbital gap (spin up / spin down) = 0.300 / 0.320 Ha
M = 198.52 g mol⁻¹

Structure (ORCA input):
```
! RIJCOSX wB97M-V def2-TZVPD def2/J DEFGRID3
* xyz 1 2
C 3.32 1.69 7.10
H 1.40 4.64 10.79
H 0.56 3.26 11.44
H 0.22 3.90 9.74
V 3.91 2.82 10.90
H 3.74 1.75 8.11
C 3.02 -0.48 11.92
H 2.84 3.58 6.98
O 1.97 2.89 10.02
H 3.64 -0.68 12.76
O 3.65 0.49 11.01
C 0.96 3.75 10.51
H 2.86 -1.35 11.31
O 2.37 2.79 6.81
H 2.17 0.13 12.25
H 2.14 2.98 9.05
H 4.58 0.23 11.01
H 4.09 1.64 6.33
O 3.53 3.59 12.22
H 2.62 0.89 6.90
Cl 5.69 2.98 9.37
*
```



Q: Among the records above, which one has the lowest M?
A: C2H3N2O3